No. 1
This record from the OMol25 dataset describes a cluster of 8 separate species, C36H65F12NO17 in total. The level of theory is the ωB97M-V functional and the def2-TZVPD basis.

CARTESIAN COORDINATES (ANGSTROEM)
C1 -0.245 -0.036 -0.927
C2 -0.892 -1.327 -0.632
N1 -1.319 -2.336 -0.337
H1 0.815 -0.251 -1.058
H2 -0.436 0.546 -0.025
H3 -0.769 0.465 -1.741
C3 -7.261 0.050 -3.869
O1 -7.703 1.235 -3.223
C4 -6.750 1.809 -2.305
C5 -6.870 1.161 -0.934
O2 -8.081 1.336 -0.365
C6 -8.138 0.761 0.959
C7 -9.015 -0.458 0.896
O3 -8.861 -1.269 2.060
C8 -9.428 -0.675 3.236
H4 -7.890 -0.171 -4.732
H5 -7.409 -0.695 -3.087
H6 -6.224 -0.007 -4.199
H7 -6.780 2.898 -2.276
H8 -5.774 1.726 -2.782
H9 -6.120 1.674 -0.332
H10 -6.530 0.135 -1.075
H11 -8.480 1.466 1.717
H12 -7.133 0.465 1.258
H13 -8.784 -1.089 0.038
H14 -9.997 -0.132 0.552
H15 -10.518 -0.699 3.222
H16 -9.092 0.345 3.422
H17 -9.147 -1.307 4.078
C9 -3.017 0.812 7.996
O4 -3.453 1.976 7.274
C10 -3.688 3.162 7.957
C11 -4.973 3.032 8.933
O5 -4.445 2.670 10.200
C12 -5.279 1.995 11.150
C13 -4.620 1.839 12.466
O6 -4.752 0.449 12.839
C14 -4.154 0.193 14.092
H18 -3.877 0.144 7.967
H19 -2.667 1.050 9.001
H20 -2.266 0.295 7.399
H21 -3.877 3.932 7.209
H22 -2.809 3.519 8.494
H23 -5.560 2.252 8.449
H24 -5.524 3.953 8.747
H25 -5.578 1.013 10.783
H26 -6.210 2.538 11.315
H27 -5.134 2.551 13.112
H28 -3.580 2.153 12.380
H29 -4.887 -0.276 14.749
H30 -3.813 1.049 14.674
H31 -3.297 -0.445 13.877
C15 13.355 1.617 -1.404
O7 13.913 1.193 -2.601
C16 13.199 1.663 -3.728
C17 12.349 0.614 -4.514
O8 11.204 0.193 -3.788
C18 10.470 -0.913 -4.379
C19 9.176 -1.295 -3.548
O9 8.171 -0.300 -3.678
C20 8.436 0.924 -3.046
H32 13.123 2.676 -1.282
H33 13.942 1.354 -0.524
H34 12.398 1.150 -1.171
H35 13.866 1.869 -4.566
H36 12.600 2.536 -3.472
H37 12.966 -0.206 -4.882
H38 11.931 1.057 -5.418
H39 11.169 -1.749 -4.393
H40 10.145 -0.677 -5.393
H41 9.470 -1.305 -2.498
H42 8.746 -2.213 -3.949
H43 9.180 0.902 -2.249
H44 7.604 1.433 -2.560
H45 8.680 1.444 -3.972
C21 0.356 3.056 -13.267
C22 0.943 2.177 -12.104
O10 1.227 2.932 -10.924
C23 0.236 3.319 -10.043
O11 -0.883 2.849 -10.050
C24 0.685 4.286 -8.916
F1 1.720 5.102 -9.208
F2 -0.310 5.126 -8.552
F3 0.911 3.551 -7.795
H46 0.891 3.994 -13.414
H47 -0.716 3.252 -13.304
H48 0.589 2.536 -14.196
H49 1.921 1.764 -12.350
H50 0.269 1.358 -11.852
C25 8.566 7.047 -0.038
C26 7.083 7.002 -0.276
O12 6.370 6.650 0.923
C27 5.074 6.766 0.920
O13 4.402 7.008 -0.084
C28 4.477 6.261 2.277
F4 5.375 6.258 3.249
F5 3.342 6.907 2.651
F6 4.152 4.971 2.036
H51 8.795 7.440 0.952
H52 9.085 7.588 -0.830
H53 8.813 5.986 -0.061
H54 6.733 6.515 -1.186
H55 6.769 8.015 -0.527
C29 3.836 -9.092 2.065
C30 2.902 -7.876 1.717
O14 3.729 -6.760 1.994
C31 3.716 -6.006 3.114
O15 3.059 -6.241 4.137
C32 4.698 -4.835 3.173
F7 5.817 -5.026 2.405
F8 4.147 -3.752 2.780
F9 5.122 -4.614 4.416
H56 4.022 -9.115 3.138
H57 4.815 -8.995 1.597
H58 3.456 -10.025 1.647
H59 1.997 -7.837 2.323
H60 2.628 -7.865 0.662
C33 -8.106 -7.189 -1.036
C34 -7.573 -7.125 -2.400
O16 -8.512 -6.647 -3.326
C35 -9.547 -7.356 -3.720
O17 -9.575 -8.588 -3.463
C36 -10.466 -6.642 -4.705
F10 -11.694 -6.600 -4.127
F11 -10.187 -5.388 -4.996
F12 -10.509 -7.299 -5.856
H61 -7.343 -7.734 -0.480
H62 -8.875 -7.919 -0.784
H63 -8.257 -6.182 -0.647
H64 -7.196 -8.067 -2.800
H65 -6.780 -6.379 -2.444

Values from the calculation:
* DFT total energy: -107284.01869 eV
* SMILES: CCOC(=O)C(F)(F)F.CCOC(=O)C(F)(F)F.CCOC(=O)C(F)(F)F.CCOC(=O)C(F)(F)F.COCCOCCOC.COCCOCCOC.COCCOCCOC.CC#N
* spin multiplicity: 1
* Kohn-Sham gap: 9.538 eV
* M: 1011.9 g mol⁻¹

=====

No. 2
This record from the OMol25 dataset describes a cluster of 14 separate species, C36H65N9O5S5 in total. The level of theory is the ωB97M-V functional and the def2-TZVPD basis.

CARTESIAN COORDINATES (ANGSTROEM)
C1 -6.296 1.821 6.689
S1 -6.057 1.962 4.873
O1 -5.195 0.697 4.614
C2 -7.758 1.534 4.415
H1 -6.956 1.004 6.982
H2 -6.549 2.758 7.185
H3 -5.340 1.430 7.037
H4 -7.850 0.544 4.862
H5 -8.009 1.447 3.358
H6 -8.460 2.323 4.685
C3 0.868 -1.987 -9.428
S2 0.590 -0.569 -8.318
O2 1.343 -0.766 -7.001
C4 1.489 0.721 -9.254
H7 0.064 -2.063 -10.160
H8 0.931 -2.986 -8.996
H9 1.806 -1.873 -9.971
H10 2.513 0.399 -9.441
H11 1.454 1.738 -8.863
H12 0.928 0.750 -10.188
C5 0.274 7.499 2.347
S3 -1.347 6.792 1.640
O3 -1.387 5.277 2.051
C6 -2.341 7.723 2.888
H13 1.132 6.838 2.217
H14 0.271 7.509 3.437
H15 0.625 8.457 1.964
H16 -2.156 7.373 3.904
H17 -3.392 7.506 2.697
H18 -2.111 8.786 2.828
C7 2.896 0.314 2.765
S4 4.159 1.188 3.858
O4 5.413 1.380 3.059
C8 3.464 2.880 4.024
H19 3.264 -0.644 2.399
H20 2.737 0.893 1.855
H21 2.025 0.098 3.383
H22 2.508 2.816 4.544
H23 3.201 3.256 3.036
H24 4.122 3.582 4.536
C9 -3.793 -4.065 -4.427
S5 -2.380 -5.089 -3.830
O5 -2.515 -6.494 -4.314
C10 -1.223 -4.333 -5.008
H25 -4.620 -4.214 -3.733
H26 -3.979 -4.418 -5.441
H27 -3.479 -3.031 -4.572
H28 -0.210 -4.683 -4.811
H29 -1.365 -3.255 -4.940
H30 -1.551 -4.643 -6.000
C11 -1.052 1.226 5.607
C12 -1.026 2.516 6.265
N1 -1.069 3.541 6.783
H31 -1.742 0.523 6.075
H32 -0.050 0.804 5.680
H33 -1.233 1.610 4.603
C13 4.234 1.538 -4.866
C14 5.623 1.125 -5.114
N2 6.749 0.849 -5.300
H34 3.989 1.734 -5.909
H35 4.033 2.552 -4.519
H36 3.540 0.859 -4.371
C15 -5.853 -0.253 -0.766
C16 -5.974 1.210 -0.858
N3 -6.004 2.389 -0.822
H37 -5.449 -0.506 0.214
H38 -5.207 -0.678 -1.534
H39 -6.887 -0.580 -0.877
C17 -2.611 -6.566 3.580
C18 -3.384 -6.046 2.424
N4 -3.992 -5.634 1.588
H40 -2.655 -7.652 3.667
H41 -3.024 -6.122 4.485
H42 -1.533 -6.422 3.507
C19 -2.631 4.005 -3.956
C20 -1.364 4.134 -4.741
N5 -0.330 4.148 -5.279
H43 -2.529 4.212 -2.891
H44 -2.906 2.953 -4.024
H45 -3.445 4.657 -4.273
N6 -1.017 0.837 0.160
C21 -0.386 0.580 -1.126
C22 -0.407 -0.808 -1.287
C23 -1.048 -1.396 -0.165
C24 -1.532 -0.357 0.687
H46 -1.028 1.778 0.526
H47 0.032 1.382 -1.717
H48 0.122 -1.328 -2.072
H49 -1.126 -2.470 -0.076
H50 -2.135 -0.465 1.576
N7 5.415 3.767 -0.273
C25 6.320 4.694 -0.781
C26 5.632 5.514 -1.676
C27 4.326 5.099 -1.714
C28 4.214 3.989 -0.898
H51 5.662 3.090 0.434
H52 7.357 4.567 -0.507
H53 5.977 6.367 -2.241
H54 3.597 5.612 -2.323
H55 3.357 3.347 -0.757
N8 4.185 -6.720 -1.390
C29 5.361 -6.046 -1.530
C30 5.003 -4.706 -1.460
C31 3.640 -4.551 -1.305
C32 3.136 -5.821 -1.254
H56 4.059 -7.707 -1.213
H57 6.323 -6.528 -1.614
H58 5.714 -3.896 -1.526
H59 3.068 -3.642 -1.189
H60 2.114 -6.154 -1.154
N9 1.713 -5.415 6.775
C33 2.701 -5.326 5.841
C34 2.150 -4.589 4.857
C35 0.829 -4.193 5.094
C36 0.590 -4.655 6.334
H61 1.820 -5.913 7.647
H62 3.659 -5.781 6.042
H63 2.649 -4.347 3.931
H64 0.176 -3.598 4.473
H65 -0.202 -4.518 7.056

Values from the calculation:
* DFT total energy: -116199.78624 eV
* spin multiplicity: 1
* Kohn-Sham gap: 8.038 eV
* M: 864.3 g mol⁻¹

=====

No. 3
This record from the OMol25 dataset describes a cluster of 9 separate species, C36H66O15 in total. The level of theory is the ωB97M-V functional and the def2-TZVPD basis.

CARTESIAN COORDINATES (ANGSTROEM)
C1 -32.954 -21.058 -13.695
C2 -33.534 -20.237 -14.841
C3 -34.724 -21.115 -15.230
O1 -35.126 -21.812 -14.048
C4 -34.219 -21.511 -13.011
H1 -32.295 -20.521 -12.997
H2 -32.229 -21.785 -14.078
H3 -32.760 -20.092 -15.596
H4 -33.818 -19.236 -14.511
H5 -34.403 -21.870 -15.955
H6 -35.553 -20.547 -15.650
H7 -34.057 -22.284 -12.258
H8 -34.603 -20.634 -12.468
C5 -30.911 -24.470 -6.136
C6 -29.471 -24.881 -6.279
C7 -28.724 -23.516 -6.171
O2 -29.645 -22.506 -6.507
C8 -30.904 -23.124 -6.850
H9 -31.335 -24.355 -5.135
H10 -31.675 -25.067 -6.651
H11 -29.278 -25.256 -7.291
H12 -29.052 -25.631 -5.612
H13 -27.833 -23.504 -6.801
H14 -28.416 -23.403 -5.125
H15 -30.875 -23.258 -7.945
H16 -31.717 -22.433 -6.641
C9 -38.656 -18.909 -6.847
C10 -40.181 -18.823 -7.011
C11 -40.407 -17.497 -7.729
O3 -39.225 -17.248 -8.474
C12 -38.116 -17.976 -7.950
H17 -38.301 -19.930 -6.976
H18 -38.356 -18.521 -5.877
H19 -40.628 -18.918 -6.018
H20 -40.602 -19.658 -7.575
H21 -40.589 -16.667 -7.037
H22 -41.262 -17.584 -8.399
H23 -37.416 -17.241 -7.540
H24 -37.630 -18.518 -8.763
C13 -34.568 -20.663 -9.100
C14 -34.345 -19.266 -8.536
C15 -32.924 -19.358 -8.004
O4 -32.233 -20.198 -8.934
C16 -33.136 -21.228 -9.345
H25 -35.215 -20.691 -9.967
H26 -34.955 -21.317 -8.324
H27 -35.019 -19.072 -7.699
H28 -34.447 -18.485 -9.287
H29 -32.889 -19.802 -6.998
H30 -32.355 -18.430 -7.921
H31 -32.960 -22.091 -8.697
H32 -32.956 -21.428 -10.402
C17 -34.109 -15.100 -6.852
C18 -34.143 -16.468 -6.158
C19 -32.699 -16.647 -5.718
O5 -31.925 -15.922 -6.688
C20 -32.765 -15.198 -7.556
H33 -34.122 -14.358 -6.050
H34 -34.977 -14.984 -7.498
H35 -34.482 -17.275 -6.810
H36 -34.805 -16.536 -5.288
H37 -32.317 -17.670 -5.738
H38 -32.470 -16.229 -4.734
H39 -32.903 -15.646 -8.549
H40 -32.283 -14.249 -7.810
C21 -36.900 -18.503 -3.178
C22 -36.181 -19.230 -4.327
C23 -34.794 -19.428 -3.696
O6 -34.582 -18.322 -2.803
C24 -35.800 -17.572 -2.716
H41 -37.236 -19.268 -2.474
H42 -37.775 -17.897 -3.430
H43 -36.112 -18.595 -5.210
H44 -36.653 -20.185 -4.554
H45 -34.038 -19.337 -4.476
H46 -34.732 -20.367 -3.148
H47 -35.725 -16.814 -3.506
H48 -35.905 -17.152 -1.721
C25 -30.181 -22.679 -11.250
C26 -29.257 -21.627 -10.747
C27 -28.357 -21.995 -9.563
O7 -27.079 -21.470 -9.929
C28 -27.085 -21.096 -11.234
O8 -26.136 -20.671 -11.800
O9 -28.313 -21.239 -11.778
H49 -30.695 -22.314 -12.147
H50 -30.984 -22.956 -10.570
H51 -29.654 -23.563 -11.616
H52 -29.796 -20.696 -10.559
H53 -28.269 -23.079 -9.477
H54 -28.729 -21.541 -8.648
C29 -29.173 -17.484 -10.196
C30 -30.166 -17.040 -11.239
C31 -30.762 -18.133 -12.112
O10 -32.151 -17.794 -12.205
C32 -32.466 -16.999 -11.145
O11 -33.578 -16.736 -10.817
O12 -31.354 -16.527 -10.560
H55 -29.376 -16.902 -9.294
H56 -28.159 -17.343 -10.556
H57 -29.429 -18.489 -9.856
H58 -29.837 -16.206 -11.858
H59 -30.667 -19.131 -11.676
H60 -30.311 -18.145 -13.102
C33 -35.086 -25.374 -7.337
C34 -35.731 -24.346 -6.456
C35 -35.530 -24.603 -4.938
O13 -34.599 -23.587 -4.530
C36 -34.457 -22.688 -5.520
O14 -33.750 -21.731 -5.489
O15 -35.165 -23.051 -6.603
H61 -35.504 -26.363 -7.133
H62 -34.000 -25.399 -7.239
H63 -35.319 -25.226 -8.395
H64 -36.811 -24.342 -6.603
H65 -35.019 -25.547 -4.749
H66 -36.463 -24.564 -4.383

Values from the calculation:
* DFT total energy: -69112.63765 eV
* SMILES: C[C@H]1COC(=O)O1.C[C@H]1COC(=O)O1.C[C@H]1COC(=O)O1.C1CCOC1.C1CCOC1.C1CCOC1.C1CCOC1.C1CCOC1.C1CCOC1
* spin multiplicity: 1
* Kohn-Sham gap: 9.124 eV
* M: 738.9 g mol⁻¹

=====

No. 4
This record from the OMol25 dataset describes a structure of composition C36H67B3ClNO10. The level of theory is the ωB97M-V functional and the def2-TZVPD basis.

CARTESIAN COORDINATES (ANGSTROEM)
C1 7.423 -0.916 -0.481
C2 6.053 -0.486 -0.999
Cl1 4.783 -0.917 0.197
C3 5.676 -1.116 -2.336
B1 4.328 -0.582 -2.930
O1 3.788 0.648 -2.580
B2 2.562 0.436 -1.961
C4 1.785 1.579 -1.225
C5 0.375 1.180 -0.781
O2 0.413 0.216 0.264
C6 -0.460 2.430 -0.348
N1 -1.023 2.414 0.986
O3 2.041 -0.848 -2.061
B3 2.300 -1.556 -3.231
C7 1.208 -2.477 -3.857
C8 0.118 -2.918 -2.865
C9 -1.286 -2.778 -3.415
O4 0.271 -4.294 -2.497
C10 1.467 -4.562 -1.801
C11 1.486 -4.059 -0.373
C12 2.693 -3.995 0.310
C13 2.742 -3.558 1.624
C14 1.575 -3.169 2.261
C15 0.371 -3.219 1.580
C16 0.324 -3.662 0.267
O5 3.561 -1.367 -3.784
H1 8.082 -1.169 -1.310
H2 7.875 -0.124 0.114
H3 7.324 -1.784 0.170
H4 6.015 0.598 -1.089
H5 6.501 -0.961 -3.038
H6 5.563 -2.197 -2.209
H7 1.725 2.450 -1.879
H8 2.351 1.847 -0.324
H9 -0.144 0.705 -1.619
H10 1.318 0.080 0.556
H11 0.162 3.319 -0.453
H12 -1.285 2.538 -1.054
H13 -1.656 1.636 1.108
H14 -0.301 2.355 1.688
H15 1.669 -3.348 -4.326
H16 0.739 -1.917 -4.674
H17 0.186 -2.312 -1.957
H18 -2.005 -3.170 -2.696
H19 -1.383 -3.352 -4.339
H20 -1.510 -1.729 -3.608
H21 2.333 -4.146 -2.330
H22 1.589 -5.647 -1.810
H23 3.603 -4.289 -0.203
H24 3.692 -3.511 2.140
H25 1.616 -2.824 3.286
H26 -0.541 -2.914 2.077
H27 -0.619 -3.699 -0.261
C17 -3.287 -7.136 1.175
C18 -3.900 -6.274 2.279
C19 -2.900 -5.127 2.358
O6 -2.378 -4.964 1.041
C20 -2.747 -6.075 0.224
H28 -3.999 -7.806 0.694
H29 -2.469 -7.737 1.577
H30 -4.880 -5.904 1.969
H31 -4.017 -6.795 3.228
H32 -2.076 -5.366 3.040
H33 -3.351 -4.186 2.677
H34 -3.513 -5.755 -0.491
H35 -1.870 -6.402 -0.337
C21 4.107 3.179 -6.134
C22 3.671 1.783 -5.692
C23 2.157 1.933 -5.647
O7 1.820 2.891 -6.649
C24 3.001 3.544 -7.117
H36 5.098 3.209 -6.583
H37 4.097 3.864 -5.282
H38 3.955 1.047 -6.448
H39 4.080 1.464 -4.741
H40 1.829 2.311 -4.670
H41 1.627 1.002 -5.853
H42 3.233 3.183 -8.125
H43 2.809 4.616 -7.171
C25 -4.464 4.101 3.963
C26 -3.528 3.263 3.091
C27 -4.109 1.868 3.282
O8 -5.513 2.042 3.484
C28 -5.805 3.420 3.718
H44 -4.477 5.158 3.701
H45 -4.181 4.013 5.015
H46 -3.604 3.566 2.046
H47 -2.481 3.325 3.377
H48 -3.682 1.377 4.164
H49 -3.959 1.217 2.419
H50 -6.304 3.833 2.835
H51 -6.487 3.495 4.566
C29 2.625 7.144 -0.911
C30 3.556 6.359 -1.834
C31 3.012 4.944 -1.683
O9 1.613 5.081 -1.440
C32 1.294 6.443 -1.152
H52 2.583 8.209 -1.133
H53 2.935 7.024 0.129
H54 3.442 6.701 -2.864
H55 4.609 6.434 -1.563
H56 3.471 4.428 -0.831
H57 3.156 4.331 -2.575
H58 0.768 6.875 -2.009
H59 0.628 6.471 -0.288
C33 -6.497 -1.403 7.128
C34 -5.746 -0.497 6.152
C35 -6.429 0.842 6.393
O10 -6.831 0.846 7.766
C36 -6.708 -0.467 8.312
H60 -5.952 -2.306 7.399
H61 -7.458 -1.698 6.703
H62 -4.690 -0.441 6.427
H63 -5.813 -0.815 5.113
H64 -7.316 0.951 5.761
H65 -5.773 1.693 6.210
H66 -5.850 -0.493 8.994
H67 -7.608 -0.695 8.885

Values from the calculation:
* DFT total energy: -74941.45605 eV
* spin multiplicity: 1
* Kohn-Sham gap: 9.117 eV
* M: 741.8 g mol⁻¹